Molecular formula: C35H45N6PSV
Method: DFT, ωB97M-V with the def2-TZVPD basis set

The geometry in XYZ format:
```
89
Properties=species:S:1:pos:R:3:lowdin_spin:R:1
V 0.1687 0.4406 1.0164 1.366
C -2.5534 5.5431 -1.4629 0.000
C -2.9604 4.2913 -0.7895 0.000
N -4.1498 3.7836 -0.7825 0.000
N -4.0376 2.6490 -0.0409 0.001
C -2.8088 2.4323 0.4207 0.001
S -2.3231 1.1947 1.4744 0.015
N -2.0987 3.4853 -0.0715 0.001
N -0.7296 3.6684 0.1348 0.000
H -3.4323 5.9845 -1.9250 0.000
H -1.8128 5.3490 -2.2405 0.000
H -2.1330 6.2562 -0.7530 0.000
H -4.8504 2.0850 0.1531 0.000
H -0.6035 4.2918 0.9306 0.000
H -0.3518 4.1250 -0.6900 0.000
N 1.8536 0.7729 -0.4041 0.002
C 1.9145 0.2946 -1.7787 0.000
C 3.1462 0.1275 -2.3956 0.000
C 3.2010 -0.2601 -3.7274 0.000
C 2.0279 -0.4485 -4.4453 0.000
C 0.8032 -0.2831 -3.8199 0.000
C 0.7279 0.0579 -2.4702 -0.001
P -0.8342 0.1916 -1.5411 0.001
C -1.4715 -1.5243 -1.4888 0.000
C -0.8638 -2.5926 -2.1472 0.000
C -1.3840 -3.8745 -2.0372 0.000
C -2.5160 -4.1048 -1.2694 0.000
C -3.1288 -3.0478 -0.6115 0.000
C -2.6084 -1.7687 -0.7145 0.000
C -1.9340 1.0833 -2.6777 0.001
C -3.1154 0.5548 -3.1777 0.000
C -3.8944 1.3073 -4.0493 0.000
C -3.4895 2.5724 -4.4382 0.000
C -2.2970 3.0984 -3.9516 0.000
C -1.5307 2.3652 -3.0640 0.000
H 1.7367 1.7874 -0.4411 0.000
H 2.7499 0.6505 0.0600 0.001
H 4.0599 0.3325 -1.8501 0.000
H 4.1600 -0.3844 -4.2110 0.000
H 2.0692 -0.7209 -5.4903 0.000
H -0.1127 -0.4287 -4.3805 0.000
H 0.0117 -2.4302 -2.7621 0.000
H -0.9131 -4.6919 -2.5665 0.000
H -2.9245 -5.1028 -1.1906 0.000
H -4.0146 -3.2207 -0.0154 0.000
H -3.0878 -0.9520 -0.1870 0.000
H -3.4336 -0.4429 -2.9026 0.000
H -4.8141 0.8899 -4.4360 0.000
H -4.0928 3.1469 -5.1269 0.000
H -1.9662 4.0750 -4.2819 0.000
H -0.5886 2.7674 -2.7021 0.000
C 2.0937 -3.1320 -0.4839 0.000
N 3.0497 -3.2130 0.6539 0.000
C 3.1145 -4.6103 1.1753 0.000
C 2.7594 -2.1699 1.7323 0.002
C 1.3826 -2.3042 2.3101 -0.001
C 1.1558 -3.3069 3.2502 -0.001
C -0.1130 -3.5353 3.7592 0.000
C -1.1625 -2.7473 3.3218 0.002
C -0.9129 -1.7061 2.4352 0.008
C 0.3574 -1.4240 1.9155 -0.008
H 2.3641 -3.8877 -1.2176 0.000
H 2.1497 -2.1424 -0.9299 0.000
H 1.0915 -3.3056 -0.1014 0.000
H 3.9823 -2.9972 0.2997 0.000
H 2.1204 -4.9049 1.4977 0.000
H 3.8124 -4.6476 2.0081 0.000
H 3.4573 -5.2548 0.3700 0.000
H 2.8705 -1.1986 1.2506 0.001
H 3.5500 -2.2966 2.4729 0.000
H 1.9799 -3.9146 3.6053 0.000
H -0.2736 -4.3130 4.4924 0.000
H -2.1632 -2.9137 3.6971 0.000
H -1.7577 -1.0853 2.1634 0.002
C 2.2337 3.0225 3.5592 -0.011
C 1.6768 1.5942 3.6193 -0.039
C 0.6682 1.4703 4.7703 -0.019
C 2.8212 0.6011 3.8311 -0.004
C 0.9509 1.2874 2.3481 -0.294
H 2.7622 3.2590 4.4828 -0.002
H 1.4319 3.7530 3.4363 0.000
H 2.9351 3.1411 2.7306 -0.001
H 1.1586 1.6919 5.7190 -0.003
H 0.2607 0.4598 4.8156 -0.001
H -0.1615 2.1668 4.6432 0.000
H 3.3642 0.8512 4.7430 0.000
H 3.5315 0.6378 3.0011 -0.001
H 2.4362 -0.4140 3.9314 0.000
H 0.2526 2.1125 2.0105 -0.019
```

Calculated values
* relative energy (zero: lowest compared OMol25 entry of this formula, charge and spin): 15.5 kcal/mol
* largest force on an atom: 0.74 eV/Å
* total charge: +2
* spin multiplicity: 2
* LUMO level (alpha / beta): -5.18 / -4.97 eV
* E_HOMO (alpha / beta): -12.78 / -12.80 eV

=====

Molecular formula: C20H42F6KNO13S2
Method: DFT, ωB97M-V with the def2-TZVPD basis set

The geometry in XYZ format:
```
85
Properties=species:S:1:pos:R:3:lowdin_charge:R:1
K -0.0124 0.0407 0.4563 0.847
C -0.1482 -1.4159 4.4721 -0.611
F 0.9632 -1.6546 5.1201 0.153
F 0.2908 -0.8621 3.2913 0.051
F -0.7982 -2.5772 4.2510 0.127
S -1.2738 -0.1378 5.3641 0.673
O -0.5242 1.0931 5.6521 -0.302
O -2.3808 0.0399 4.4655 -0.317
N -1.8788 -1.0251 6.7014 -0.302
S -1.0502 -0.5406 7.8639 0.551
O 0.3840 -0.8359 7.7143 -0.347
O -1.3551 0.8461 8.2755 -0.347
C -1.7933 -1.6306 9.4020 -0.621
F -1.2118 -2.8513 9.3810 0.102
F -1.5195 -1.0789 10.5445 0.165
F -3.1280 -1.6827 9.2121 0.107
C 0.2293 1.1303 -7.2761 -0.104
O 1.1130 0.2743 -8.0159 -0.163
C 1.0310 -1.0945 -7.6459 -0.194
C 1.5148 -1.4144 -6.2532 -0.178
O 0.7348 -0.7725 -5.2706 -0.188
C 1.0204 -1.0390 -3.8981 -0.156
C -0.0842 -0.6687 -2.9130 -0.178
O -0.5180 0.6609 -2.5791 -0.207
C -0.8891 1.4199 -3.7170 -0.079
H -0.7918 0.8462 -7.0219 0.091
H 0.2755 2.0685 -7.8290 0.090
H 0.6432 1.3897 -6.3017 0.055
H 1.6242 -1.5522 -8.4376 0.130
H 0.0291 -1.4573 -7.8756 0.126
H 2.5038 -0.9712 -6.1367 0.131
H 1.5787 -2.4439 -5.9009 0.125
H 1.9333 -0.5057 -3.6329 0.124
H 1.3001 -2.0920 -3.8637 0.117
H 0.2974 -1.0411 -1.9623 0.073
H -0.9051 -1.3668 -3.0770 0.127
H -1.6762 0.9255 -4.2863 0.102
H 0.0075 1.5987 -4.3105 0.072
H -1.1414 2.4129 -3.3451 0.093
C 1.8491 2.4292 2.7983 -0.096
O 0.4579 2.1611 2.7002 -0.236
C -0.3611 3.3365 2.8985 -0.170
C -1.7910 2.8751 2.7990 -0.135
O -1.8719 2.1405 1.5275 -0.173
C -3.2178 1.9495 1.0705 -0.185
C -3.3278 1.2811 -0.2595 -0.164
O -2.6162 0.0243 -0.2924 -0.247
C -3.2303 -0.8215 -1.1947 -0.136
H 2.0055 2.5547 3.8697 0.100
H 2.1523 3.3661 2.3308 0.088
H 2.4387 1.5910 2.4269 0.086
H -0.1423 4.2611 2.3645 0.127
H -0.1327 3.5744 3.9374 0.129
H -2.3971 3.7713 2.6660 0.120
H -2.3010 2.4032 3.6388 0.117
H -3.6734 2.9246 0.8978 0.125
H -3.8494 1.5836 1.8800 0.140
H -2.9036 1.8754 -1.0688 0.131
H -4.3971 1.1614 -0.4335 0.133
H -3.4103 -0.4428 -2.2008 0.098
H -4.1962 -1.1632 -0.8225 0.100
H -2.6380 -1.7309 -1.2960 0.069
C 1.6444 2.7399 -0.4135 -0.094
O 2.1011 1.4668 -0.0274 -0.286
C 3.2110 1.0267 -0.7510 -0.192
C 3.5441 -0.3476 -0.2894 -0.159
O 2.4948 -1.2432 -0.7151 -0.175
C 2.6696 -2.5342 -0.1314 -0.178
C 1.5814 -3.4092 -0.6959 -0.152
O 0.3106 -2.8413 -0.2623 -0.235
C -0.6987 -3.7303 -0.5098 -0.131
H 2.3813 3.5003 -0.6720 0.103
H 0.9389 3.1807 0.2908 0.087
H 1.0820 2.6588 -1.3436 0.086
H 4.0374 1.6528 -0.4147 0.142
H 3.0682 1.0414 -1.8315 0.137
H 3.6860 -0.4304 0.7881 0.135
H 4.4457 -0.7967 -0.7059 0.135
H 2.5733 -2.4721 0.9526 0.139
H 3.6339 -2.9867 -0.3629 0.134
H 1.7950 -4.4426 -0.4228 0.137
H 1.5599 -3.2868 -1.7787 0.119
H -1.5870 -3.1931 -0.1775 0.089
H -0.4901 -4.5789 0.1418 0.100
H -0.8230 -4.1146 -1.5222 0.100
```

Calculated values
* relative energy (zero: lowest compared OMol25 entry of this formula, charge and spin): 82.0 kcal/mol
* largest force on an atom: 6.66 eV/Å
* LUMO level: -0.34 eV
* E_HOMO: -8.12 eV

=====

Molecular formula: CH7N2O
Method: DFT, ωB97M-V with the def2-TZVPD basis set

The geometry in XYZ format:
```
11
Properties=species:S:1:pos:R:3:lowdin_charge:R:1
N 0.9303 0.9675 -1.0484 0.274
H 1.1965 0.4416 -1.8836 0.154
H 0.6685 1.9064 -1.3307 0.143
H 0.0958 0.5271 -0.5341 0.065
H 1.7008 1.0529 -0.3839 0.141
C -0.2268 -1.0810 1.1768 -0.279
N -1.0791 -0.2937 0.3179 0.031
O 0.9810 -0.9583 1.1829 0.085
H -0.8314 -1.7589 1.7915 0.143
H -1.6366 -0.9458 -0.2139 0.110
H -1.7990 0.1422 0.9254 0.134
```

Calculated values
* relative energy (zero: lowest compared OMol25 entry of this formula, charge and spin): 21.6 kcal/mol
* largest force on an atom: 2.18 eV/Å
* total charge: +1
* LUMO level: -3.56 eV
* E_HOMO: -15.30 eV

=====

Molecular formula: C8H11N3O3S
Method: DFT, ωB97M-V with the def2-TZVPD basis set

The geometry in XYZ format:
```
26
Properties=species:S:1:pos:R:3:lowdin_charge:R:1
N 4.4924 1.1662 0.2227 0.154
C 3.2719 0.6116 0.1208 -0.395
C 2.1258 1.2745 0.6543 -0.006
C 0.9347 0.6518 0.4885 -0.040
N 0.8549 -0.5387 -0.1360 0.049
C -0.4203 -1.1909 -0.3295 -0.337
C -0.9535 -1.7976 0.9834 -0.363
S -2.2026 -0.6265 1.5764 0.925
C -2.5735 -0.2873 -0.1892 -0.574
C -3.3209 1.0251 -0.3825 -0.262
O -4.0630 0.9278 -1.5701 -0.044
O -1.3379 -0.2470 -0.8283 -0.081
C 2.0350 -1.2032 -0.6325 -0.498
O 1.9077 -2.2918 -1.1414 0.059
N 3.1950 -0.5539 -0.4765 0.179
H 4.6260 2.0681 0.6405 0.102
H 5.2677 0.6753 -0.1861 0.109
H 2.2051 2.2245 1.1531 0.100
H 0.0039 1.0737 0.8425 0.118
H -0.2343 -1.9885 -1.0654 0.159
H -1.4298 -2.7622 0.8088 0.084
H -0.1671 -1.9045 1.7260 0.091
H -3.1944 -1.1151 -0.5602 0.133
H -3.9813 1.1862 0.4818 0.114
H -2.5857 1.8384 -0.4301 0.130
H -4.4557 1.7839 -1.7711 0.094
```

Calculated values
* relative energy (zero: lowest compared OMol25 entry of this formula, charge and spin): 0.1 kcal/mol
* largest force on an atom: 1.03 eV/Å
* LUMO level: 0.60 eV
* SMILES: Nc1ccn([C@H]2CS[C@@H](CO)O2)c(=O)n1
* E_HOMO: -8.77 eV

=====

Molecular formula: C26H19AuF3IN2O3
Method: DFT, ωB97M-V with the def2-TZVPD basis set

The geometry in XYZ format:
```
55
Properties=species:S:1:pos:R:3:lowdin_charge:R:1
Au -1.0725 0.3927 1.7115 1.171
F -0.4710 2.7879 6.3019 0.075
C -0.8446 1.6457 5.7037 -0.272
C -0.8019 1.5541 4.3283 -0.052
C -1.1845 0.3710 3.7153 -0.230
C -1.6008 -0.7531 4.4541 -0.092
C -1.6415 -0.5642 5.8383 -0.211
F -2.0812 -1.5466 6.6570 0.054
C -1.2753 0.5981 6.4835 0.065
C -1.9294 -2.0599 3.7981 -0.200
C -2.0857 -3.2643 4.4930 -0.002
C -2.3636 -4.4237 3.7906 -0.060
C -2.4857 -4.3793 2.4123 -0.066
C -2.3103 -3.1503 1.8018 -0.133
N -2.0417 -2.0367 2.4685 0.072
H -0.4770 2.4095 3.7519 0.095
H -1.3323 0.6679 7.5597 0.134
H -1.9825 -3.3131 5.5614 0.102
H -2.4791 -5.3573 4.3259 0.108
H -2.7006 -5.2624 1.8271 0.101
H -2.3832 -3.0519 0.7233 0.108
C 4.6534 0.3423 -3.1042 -0.042
C 3.3245 0.2675 -3.8417 -0.296
C 3.2399 1.3402 -4.9158 -0.148
C 1.9344 1.2238 -5.6805 -0.128
C 0.7723 1.2820 -4.7287 -0.133
C -0.4555 1.7441 -5.1389 0.057
C -1.5229 1.7913 -4.2465 -0.254
F -2.7023 2.2535 -4.6949 0.075
C -1.3980 1.3915 -2.9499 0.080
C -0.1541 0.9195 -2.5078 -0.040
C -0.0212 0.4897 -1.1190 -0.272
O -1.0597 0.5076 -0.4013 -0.142
C 1.2615 0.0516 -0.7146 -0.017
C 2.2639 0.0120 -1.6482 0.036
N 2.1617 0.4049 -2.9221 0.039
C 0.9338 0.8681 -3.3901 -0.065
C 1.6773 -0.3971 0.6799 -0.594
O 2.6999 -1.0555 0.7711 0.050
O 0.9714 0.0041 1.6793 -0.148
H 5.4498 0.4121 -3.8444 0.088
H 4.8555 -0.5349 -2.4933 0.083
H 4.6977 1.2292 -2.4703 0.102
H 3.2340 -0.7126 -4.3220 0.160
H 4.0909 1.2231 -5.5867 0.123
H 3.3231 2.3245 -4.4456 0.138
H 1.9162 0.2721 -6.2213 0.131
H 1.8408 2.0127 -6.4269 0.123
H -0.6043 2.0808 -6.1571 0.134
H -2.2271 1.4378 -2.2590 0.134
H 3.2137 -0.3769 -1.3155 0.128
I -2.8393 3.2154 1.4700 0.673
C -2.9627 1.0924 1.7334 -0.793
H -3.4907 0.7004 0.8680 -0.026
H -3.5336 0.9184 2.6376 -0.022
```

Calculated values
* relative energy (zero: lowest compared OMol25 entry of this formula, charge and spin): 0.0 kcal/mol
* largest force on an atom: 0.37 eV/Å
* LUMO level: -0.38 eV
* E_HOMO: -8.43 eV

=====

Molecular formula: C7H24CoN7O5
Method: DFT, ωB97M-V with the def2-TZVPD basis set

The geometry in XYZ format:
```
44
Properties=species:S:1:pos:R:3:lowdin_spin:R:1
Co -3.0106 -0.0892 2.0385 2.740
O -1.5034 0.4515 0.9348 0.145
H -1.4505 0.3936 -0.0226 0.005
C 3.0664 -1.4131 -4.5145 0.000
C 3.1918 -0.0304 -3.9165 0.000
C 2.2164 0.2681 -2.7914 0.000
O 2.1083 -0.8011 -1.8634 0.000
C 1.1378 -0.5442 -0.9079 0.000
N 4.5417 0.1412 -3.3234 0.000
H 3.6881 -1.5037 -5.4032 0.000
H 2.0269 -1.4584 -4.8883 0.000
H 3.1703 -2.2638 -3.8495 0.000
H 3.0821 0.7905 -4.6265 0.000
H 1.2516 0.3652 -3.3220 0.000
H 2.3867 1.2065 -2.2628 0.000
H 0.1449 -0.8273 -1.3033 0.000
H 1.0686 0.5027 -0.5923 0.000
H 1.1671 -1.1309 0.0137 0.000
H 4.6621 -0.4004 -2.4769 0.000
H 5.3032 -0.1213 -3.9361 0.000
C -2.4847 -2.7139 0.6942 0.006
O -3.2543 -1.7491 0.9068 0.052
N -1.1453 -2.6074 0.8467 0.001
N -2.9635 -3.9840 0.5512 0.004
H -0.5701 -3.4126 0.7023 0.000
H -0.8171 -1.6498 0.9243 0.000
H -3.9486 -4.1692 0.6029 0.000
H -2.3683 -4.6453 0.0865 0.000
C -1.3781 4.4221 0.2672 0.000
O -0.8148 5.5189 0.3295 0.000
N -0.7646 3.2510 0.5248 0.001
N -2.7155 4.3617 -0.0131 0.000
H -1.1394 2.3099 0.4839 0.000
H 0.1125 3.3367 1.0117 0.000
H -3.1693 5.1926 -0.3376 0.000
H -3.1776 3.4753 0.0479 0.000
C -1.1834 -0.2488 4.4975 0.006
O -1.6248 -0.7869 3.4587 0.031
N -0.4509 0.8880 4.4758 0.003
N -1.2884 -0.8515 5.7183 0.003
H -0.1394 1.2312 3.5821 0.000
H -0.1733 1.3369 5.3258 0.000
H -1.7977 -1.7112 5.8064 0.000
H -0.9928 -0.3301 6.5198 0.000
```

Calculated values
* relative energy (zero: lowest compared OMol25 entry of this formula, charge and spin): 63.2 kcal/mol
* largest force on an atom: 3.37 eV/Å
* total charge: +1
* spin multiplicity: 4
* LUMO level (alpha / beta): -4.68 / -4.85 eV
* E_HOMO (alpha / beta): -10.58 / -10.58 eV

=====

Molecular formula: C6H16
Method: DFT, ωB97M-V with the def2-TZVPD basis set

The geometry in XYZ format:
```
22
Properties=species:S:1:pos:R:3:lowdin_charge:R:1
C 1.9977 1.1539 1.5523 -0.063
C 0.7527 0.9811 0.6118 -0.429
C -0.5383 0.5848 1.3213 -0.079
C 0.5832 2.3027 -0.1823 -0.090
H 2.7957 0.4841 1.2434 0.069
H 1.6721 0.8688 2.5550 0.061
H 2.2723 2.2027 1.5830 0.057
H 0.9969 0.2236 -0.1174 0.101
H -1.4147 1.2330 1.3028 0.073
H -0.8815 -0.3236 0.8354 0.032
H -0.3967 0.4441 2.3949 0.069
H 0.9374 2.4086 -1.2097 0.069
H -0.4835 2.5223 -0.2846 0.060
H 0.9924 3.1513 0.3717 0.062
C -1.2035 -2.4297 -0.8301 -0.163
C -1.3677 -2.3723 -2.3520 -0.171
H -1.4935 -3.3819 -0.4061 0.062
H -0.1452 -2.2099 -0.6678 0.059
H -1.7396 -1.6070 -0.3666 0.042
H -2.3704 -2.1225 -2.7135 0.058
H -1.1454 -3.3110 -2.8591 0.060
H -0.7697 -1.5428 -2.7367 0.060
```

Calculated values
* relative energy (zero: lowest compared OMol25 entry of this formula, charge and spin): 21.2 kcal/mol
* largest force on an atom: 1.96 eV/Å
* LUMO level: 1.05 eV
* SMILES: CC(C)C.CC
* E_HOMO: -11.11 eV

=====

Molecular formula: C8H14O
Method: DFT, ωB97M-V with the def2-TZVPD basis set

The geometry in XYZ format:
```
23
Properties=species:S:1:pos:R:3:lowdin_charge:R:1
C -2.1172 2.1853 1.4291 -0.045
C -1.3886 1.0906 0.7770 -0.248
C -0.5108 0.1786 0.9538 0.069
C -1.3800 0.0633 -0.2579 -0.546
C -0.8349 0.2307 -1.5612 -0.095
C -2.3646 -1.1133 -0.2459 -0.045
H -2.7015 1.6525 2.2788 0.114
H -2.6895 2.6667 0.5707 0.104
H -1.4835 2.8127 2.0714 0.074
H 0.4444 -0.2698 1.2653 0.113
H -1.4669 -0.0548 -2.3849 0.055
H 0.0991 -0.4789 -1.8011 0.116
H -0.3347 1.2946 -1.7503 0.128
H -2.7760 -1.2572 0.7169 0.058
H -1.7937 -2.0512 -0.5615 0.102
H -3.1340 -1.0416 -0.9852 0.058
C 3.3473 -1.4488 -0.0924 -0.070
C 3.5763 0.0342 -0.1052 -0.316
O 3.0232 0.9649 -0.6688 0.027
H 3.7866 -1.8405 0.8123 0.067
H 3.8482 -1.9968 -0.8882 0.085
H 2.3445 -1.8320 -0.1838 0.065
H 4.5062 0.2111 0.6109 0.133
```

Calculated values
* relative energy (zero: lowest compared OMol25 entry of this formula, charge and spin): 88.5 kcal/mol
* largest force on an atom: 6.38 eV/Å
* LUMO level: 0.89 eV
* SMILES: CC1=CC1(C)C.CC=O
* E_HOMO: -8.84 eV